{
  "formula": "C12H36B3O6S3V",
  "method": "ωB97M-V/def2-TZVPD",
  "species": ["V", "B", "H", "H", "H", "H", "B", "H", "H", "H", "H", "B", "H", "H", "H", "H", "C", "C", "C", "S", "O", "O", "C", "H", "H", "H", "H", "H", "H", "H", "H", "C", "C", "C", "S", "O", "O", "C", "H", "H", "H", "H", "H", "H", "H", "H", "C", "C", "C", "S", "O", "O", "C", "H", "H", "H", "H", "H", "H", "H", "H"],
  "coordinates": [[30.59, -4.71, 35.79], [31.34, -4.74, 37.87], [31.63, -4.94, 38.96], [30.27, -5.07, 37.73], [31.37, -3.63, 37.64], [31.96, -5.30, 37.11], [29.18, -6.34, 35.51], [29.57, -6.05, 34.49], [28.69, -5.44, 35.98], [28.48, -7.25, 35.42], [30.14, -6.50, 36.08], [32.27, -5.43, 34.53], [32.68, -4.81, 35.36], [31.80, -6.37, 34.95], [31.45, -4.84, 34.00], [33.09, -5.65, 33.75], [33.63, -1.96, 33.09], [32.64, -0.85, 32.71], [31.62, -0.63, 33.86], [32.20, -1.51, 35.31], [31.50, -2.78, 35.42], [32.28, -0.70, 36.48], [33.85, -1.90, 34.57], [34.61, -1.85, 32.63], [33.27, -2.94, 32.76], [32.08, -1.17, 31.83], [33.16, 0.07, 32.43], [30.59, -0.91, 33.65], [31.72, 0.41, 34.17], [34.31, -2.72, 35.13], [34.43, -0.98, 34.70], [27.63, -3.39, 30.51], [26.48, -4.11, 31.23], [27.05, -4.67, 32.49], [28.05, -3.26, 33.16], [29.26, -3.76, 33.81], [27.16, -2.39, 33.92], [28.42, -2.53, 31.51], [27.32, -2.78, 29.66], [28.30, -4.13, 30.05], [26.12, -4.92, 30.60], [25.62, -3.46, 31.38], [27.79, -5.46, 32.30], [26.40, -4.95, 33.31], [29.47, -2.56, 31.27], [28.13, -1.48, 31.66], [28.35, -1.93, 39.20], [26.97, -1.65, 38.59], [27.04, -1.78, 37.07], [28.84, -1.87, 36.66], [29.19, -0.89, 35.66], [29.20, -3.28, 36.44], [29.46, -1.42, 38.26], [28.56, -2.99, 39.37], [28.47, -1.55, 40.21], [26.76, -0.60, 38.79], [26.22, -2.27, 39.09], [26.65, -0.88, 36.60], [26.52, -2.53, 36.48], [29.47, -0.34, 38.38], [30.45, -1.87, 38.35]],
  "lumo_ev": [0.2, 0.2],
  "total_energy_ha": -3143.1249,
  "gap_ev": [8.50, 9.60],
  "spin_multiplicity": 3
}